C38H33N3P2Sc | ωB97M-V/def2-TZVPD

For the HOMO energy, the calculation gives -10.77 eV. The energy is -83684.5496 eV. As for the total charge: +1. The calculation puts the energy above the lowest of the compared OMol25 structures with the same formula, charge and spin at 0.294 eV. The spin multiplicity is 1.

Element x y z (Å)
Sc: -0.762 -0.949 0.210
C: 2.184 2.162 1.013
C: 2.433 0.863 1.793
P: 1.967 -0.631 0.839
C: 3.186 -0.619 -0.504
C: 4.528 -0.917 -0.274
C: 5.447 -0.812 -1.306
C: 5.036 -0.403 -2.570
C: 3.703 -0.098 -2.805
C: 2.780 -0.211 -1.774
C: 2.426 -2.029 1.905
C: 2.913 -3.208 1.340
C: 3.147 -4.319 2.135
C: 2.891 -4.266 3.499
C: 2.403 -3.098 4.068
C: 2.167 -1.984 3.275
C: 0.820 2.792 1.306
P: -0.631 1.827 0.713
C: -2.002 2.677 1.564
C: -2.168 4.062 1.521
C: -3.217 4.662 2.198
C: -4.108 3.892 2.933
C: -3.930 2.521 3.017
C: -2.880 1.920 2.338
C: -0.694 2.267 -1.080
C: -0.645 3.586 -1.533
C: -0.721 3.885 -2.885
C: -0.838 2.869 -3.824
C: -0.863 1.551 -3.400
C: -0.788 1.265 -2.045
H: 2.301 2.003 -0.063
H: 2.958 2.880 1.287
H: 1.868 0.873 2.727
H: 3.487 0.751 2.048
H: 4.853 -1.237 0.709
H: 6.487 -1.049 -1.124
H: 5.758 -0.323 -3.372
H: 3.384 0.228 -3.786
H: 1.738 0.032 -1.959
H: 3.124 -3.254 0.278
H: 3.531 -5.228 1.689
H: 3.075 -5.134 4.119
H: 2.206 -3.052 5.131
H: 1.782 -1.083 3.738
H: 0.765 3.787 0.864
H: 0.684 2.917 2.383
H: -1.477 4.690 0.976
H: -3.338 5.737 2.151
H: -4.939 4.362 3.443
H: -4.621 1.917 3.590
H: -2.743 0.850 2.415
H: -0.550 4.400 -0.830
H: -0.690 4.919 -3.203
H: -0.905 3.103 -4.878
H: -0.942 0.744 -4.116
H: -0.791 0.198 -1.819
N: -2.794 -0.415 0.196
C: -3.965 -0.484 0.160
C: -5.319 -0.608 0.132
C: -5.838 -1.651 -0.696
N: -6.175 -2.521 -1.371
C: -6.116 0.279 0.917
N: -6.717 1.003 1.580
C: -0.820 -3.090 0.564
C: -0.923 -3.027 -0.902
C: 0.209 -2.645 -1.657
C: 0.112 -2.327 -3.013
C: -1.120 -2.342 -3.643
C: -2.258 -2.668 -2.909
C: -2.166 -2.987 -1.564
H: 0.096 -3.539 0.940
H: -1.707 -3.476 1.059
H: 1.190 -2.683 -1.192
H: 1.010 -2.086 -3.569
H: -1.199 -2.105 -4.696
H: -3.228 -2.680 -3.389
H: -3.066 -3.236 -1.013

Cartesian forces, eV/Å:
-0.0579 0.3266 -0.1644
-0.0841 0.0517 0.0339
-0.0727 -0.0080 -0.0405
0.0170 -0.0919 0.0241
-0.1658 0.0314 -0.1169
0.0513 0.0331 -0.0114
-0.0061 -0.0111 0.0152
-0.0070 -0.0071 0.0151
-0.0032 -0.0125 0.0179
0.0627 -0.0143 0.0196
-0.0283 -0.0028 -0.0160
-0.0186 -0.0013 0.0223
-0.0128 0.0098 0.0073
0.0047 0.0156 -0.0093
0.0002 0.0001 -0.0172
0.0101 -0.0207 -0.0161
0.1213 -0.1756 -0.0126
-0.0808 0.1992 -0.1140
-0.0106 -0.1067 -0.0394
-0.0019 0.0160 0.0194
0.0313 0.0164 -0.0137
0.0025 0.0052 -0.0140
-0.0125 -0.0110 -0.0266
0.0766 -0.0008 0.0101
0.0067 -0.0710 0.1556
-0.0040 0.0195 -0.0410
0.0057 -0.0161 0.0346
0.0049 0.0361 0.0351
0.0334 0.0118 -0.0226
0.0597 -0.0266 -0.0342
0.0249 -0.0047 -0.0153
-0.0157 0.0289 0.0082
0.0277 0.0130 0.0248
0.0303 0.0029 0.0205
0.0127 0.0088 -0.0175
-0.0078 0.0061 -0.0117
-0.0061 0.0015 0.0129
-0.0040 -0.0039 0.0115
0.0122 0.0115 -0.0140
-0.0011 -0.0311 0.0168
-0.0040 0.0115 0.0054
-0.0032 0.0077 -0.0067
0.0033 -0.0010 -0.0126
0.0022 -0.0110 -0.0051
-0.0147 0.0390 0.0107
0.0003 -0.0031 0.0189
-0.0170 0.0037 -0.0331
-0.0053 -0.0126 -0.0053
0.0186 -0.0042 0.0044
0.0065 -0.0091 -0.0029
-0.0362 -0.0181 -0.0002
-0.0027 0.0211 -0.0010
-0.0003 -0.0108 -0.0035
0.0000 0.0079 0.0204
-0.0025 -0.0112 0.0114
-0.1077 -0.0487 0.1199
0.2363 -0.1636 -0.0780
-0.2321 -0.0103 0.1295
-0.0275 0.0208 -0.1299
0.0506 0.1708 0.2221
0.0385 0.0411 -0.0171
0.1000 -0.1855 -0.1336
0.0367 -0.0052 -0.0252
-0.0563 -0.0982 -0.1162
0.0424 0.0138 0.0902
0.0453 0.0614 0.0735
-0.0328 -0.0176 -0.0277
0.0922 0.0224 0.0271
-0.0707 -0.0231 -0.0020
-0.0829 0.0137 0.0517
0.0461 0.0216 0.0166
-0.0141 -0.0257 0.0230
0.0007 -0.0119 -0.0087
-0.0101 0.0013 0.0209
-0.0085 -0.0142 0.0151
0.0045 0.0042 0.0326
0.0096 -0.0047 -0.0213

These are the Mulliken partial charges, in e, on atoms 1 to 5: -0.431, -0.836, -1.019, 1.584, 0.118